Record 1
C57H47BrCaN5O3 | ωB97M-V/def2-TZVPD

```
114
Properties=species:S:1:pos:R:3:forces:R:3
Ca 0.7661 -0.3501 0.4838 -0.50 -0.30 -0.07
C 4.8434 0.2387 -1.5018 0.05 0.09 -0.03
O 4.2333 1.4577 -1.0175 0.05 0.06 -0.05
C 3.1759 1.0891 -0.2916 -0.12 0.17 0.39
N 3.0038 -0.1768 -0.1050 0.44 0.34 -0.31
C 4.1892 -0.8581 -0.6522 -0.03 -0.08 0.07
C 3.9122 -2.1369 -1.4024 0.01 0.04 0.01
C 4.8168 -3.1884 -1.3114 -0.03 -0.02 -0.02
C 4.6175 -4.3569 -2.0328 0.02 -0.03 0.02
C 3.5034 -4.4889 -2.8476 -0.02 0.04 0.01
C 2.5946 -3.4433 -2.9399 0.02 -0.03 0.02
C 2.7986 -2.2726 -2.2237 -0.01 -0.03 -0.02
C 2.3718 2.1549 0.3870 -0.21 -0.27 -0.19
C 3.0639 3.2272 0.8479 -0.07 0.13 0.12
C 2.3551 4.1015 1.7559 0.16 -0.02 -0.07
C 1.1241 3.8098 2.1811 -0.06 0.00 -0.07
C 0.3794 2.5758 1.6872 0.17 -0.05 0.25
N 1.0614 1.8619 0.6130 0.55 0.63 0.05
C 0.3244 1.6095 2.8845 0.23 0.24 -0.24
N 0.8431 0.4393 2.8511 -0.16 -0.06 -0.01
C 0.8360 -0.0794 4.2283 -0.15 -0.09 -0.06
C -0.0628 0.9307 4.9671 -0.06 0.09 -0.04
O -0.1513 2.0511 4.0466 0.07 -0.07 0.13
C 0.3526 -1.5086 4.2944 -0.05 0.03 0.01
C -0.7551 -1.9084 3.5517 -0.02 0.00 0.03
C -1.2017 -3.2186 3.5940 0.05 -0.03 0.03
C -0.5432 -4.1525 4.3844 -0.01 0.00 -0.02
C 0.5527 -3.7605 5.1372 0.02 0.00 0.01
C 0.9955 -2.4443 5.0929 0.06 -0.01 -0.07
H 4.6099 0.1384 -2.5636 -0.02 0.00 0.02
H 5.9175 0.3262 -1.3634 0.00 -0.04 -0.04
H 4.8378 -1.1059 0.1963 -0.01 0.03 -0.01
H 5.6856 -3.0933 -0.6711 0.04 0.01 0.02
H 5.3343 -5.1640 -1.9600 0.01 -0.01 0.01
H 3.3488 -5.3964 -3.4147 0.00 -0.03 -0.02
H 1.7289 -3.5313 -3.5841 -0.01 -0.01 -0.01
H 2.0862 -1.4637 -2.3118 -0.02 0.05 0.00
H 4.0979 3.3848 0.5909 0.04 0.01 0.01
H 2.8428 4.9974 2.1201 0.00 0.01 -0.01
H 0.6015 4.4428 2.8850 -0.03 0.02 0.01
H 1.8639 -0.0351 4.6000 -0.03 -0.01 0.05
H -1.0745 0.5529 5.1222 0.01 -0.02 0.00
H 0.3492 1.2942 5.9046 -0.01 0.00 -0.01
H -1.2772 -1.1847 2.9402 -0.04 0.06 -0.02
H -2.0686 -3.5146 3.0155 -0.02 0.00 -0.01
H -0.8891 -5.1768 4.4211 -0.01 -0.02 0.00
H 1.0646 -4.4798 5.7622 0.01 -0.01 0.02
H 1.8595 -2.1467 5.6745 0.02 0.01 0.03
Br -6.8085 0.0420 -1.4425 -0.08 0.02 -0.02
C -5.0716 -0.5639 -1.0411 0.07 0.00 0.01
C -4.9029 -1.6956 -0.2609 0.04 0.00 -0.01
C -3.6193 -2.1251 0.0479 -0.15 0.02 -0.01
C -2.5258 -1.4100 -0.4147 0.41 0.01 -0.09
C -2.7012 -0.2617 -1.1775 -0.17 0.00 0.00
C -3.9788 0.1514 -1.5114 0.02 -0.05 0.02
N -1.1930 -1.7816 -0.0647 -0.16 -0.19 0.09
C -0.8640 -3.0066 -0.1306 0.25 -0.23 0.09
C 0.4441 -3.5251 0.3636 -0.42 0.08 -0.04
C 0.7434 -4.8638 0.1950 0.10 -0.02 0.07
C 1.9189 -5.3549 0.7518 -0.05 -0.02 -0.06
C 2.7300 -4.4940 1.4620 0.01 0.08 0.03
C 2.3578 -3.1573 1.5639 0.04 -0.04 -0.07
N 1.2490 -2.6778 1.0219 -0.15 -0.28 -0.06
H -5.7641 -2.2310 0.1120 -0.02 -0.01 0.01
H -3.4769 -2.9889 0.6850 0.00 -0.02 0.00
H -1.8394 0.3009 -1.5085 0.04 0.02 0.00
H -4.1259 1.0328 -2.1192 -0.01 0.01 -0.01
H -1.5539 -3.7541 -0.5326 0.03 0.00 0.01
H 0.0713 -5.5084 -0.3538 -0.02 -0.02 -0.01
H 2.1866 -6.3959 0.6335 0.00 -0.01 0.01
H 3.6444 -4.8340 1.9257 0.02 -0.02 0.01
H 2.9772 -2.4416 2.0918 0.02 0.00 0.01
C -4.3648 5.4092 -2.0240 0.00 -0.03 0.00
C -3.2912 6.2305 -1.7144 0.02 0.00 0.01
C -2.2284 5.7374 -0.9715 -0.02 0.05 -0.04
C -2.2300 4.4232 -0.5102 0.06 -0.05 0.11
C -3.3081 3.6024 -0.8428 -0.04 0.00 0.06
C -4.3670 4.0892 -1.5899 0.01 0.06 -0.02
C -1.0686 3.9271 0.2560 -0.02 -0.04 -0.13
C -1.0306 3.0098 1.2247 -0.03 0.00 -0.04
C -2.2445 2.4453 1.8633 -0.02 0.04 0.05
C -3.2043 3.2939 2.4140 0.03 0.06 0.04
C -4.3448 2.7859 3.0124 0.00 -0.04 -0.01
C -4.5512 1.4134 3.0785 0.04 -0.01 -0.02
C -3.6013 0.5555 2.5436 -0.04 0.06 0.04
C -2.4607 1.0751 1.9491 0.00 -0.16 -0.09
H -5.1925 5.7928 -2.6049 -0.02 0.00 -0.01
H -3.2779 7.2574 -2.0544 0.00 0.01 0.00
H -1.3886 6.3810 -0.7392 0.02 0.01 0.01
H -3.3171 2.5773 -0.5008 0.00 -0.05 0.03
H -5.2002 3.4413 -1.8324 -0.02 -0.02 0.00
H -0.1111 4.3447 -0.0476 0.00 0.01 -0.01
H -3.0462 4.3638 2.3711 0.00 0.01 -0.02
H -5.0755 3.4638 3.4324 -0.01 0.01 0.01
H -5.4425 1.0170 3.5451 -0.02 -0.01 0.01
H -3.7484 -0.5169 2.5847 -0.01 0.00 0.00
H -1.7448 0.3851 1.5159 -0.01 0.06 -0.02
C 0.6631 2.3754 -2.6495 -0.02 0.05 -0.09
C 0.6426 0.9036 -2.9095 0.03 -0.11 0.01
O 0.5016 0.1099 -1.9839 -0.13 -0.16 0.18
C 0.8090 0.3755 -4.2885 0.00 0.12 0.14
C 1.4125 1.1402 -5.2830 0.00 -0.01 -0.06
C 1.6031 0.6048 -6.5476 -0.02 0.01 0.03
C 1.1636 -0.6812 -6.8262 -0.01 -0.01 0.00
C 0.5434 -1.4412 -5.8412 0.00 0.02 0.01
C 0.3761 -0.9185 -4.5715 0.05 -0.04 -0.05
H 0.1657 2.5764 -1.7027 0.02 0.00 -0.01
H 0.2151 2.9346 -3.4695 -0.01 0.02 0.03
H 1.7028 2.7021 -2.5457 0.02 0.00 -0.01
H 1.7482 2.1461 -5.0695 0.01 0.01 0.01
H 2.0861 1.1915 -7.3165 0.01 0.01 -0.01
H 1.2978 -1.0916 -7.8177 0.01 -0.01 -0.02
H 0.1910 -2.4381 -6.0688 0.00 -0.02 -0.01
H -0.0986 -1.4979 -3.7902 -0.02 0.00 0.02
```
Positions in Å, forces in eV/Å.

As for the total energy: -161944.8008 eV. The net charge is +1. Its relative energy (zero: lowest compared OMol25 entry of this formula, charge and spin) is 0.00 kJ/mol. Its HOMO-LUMO gap is 5.63 eV.

=====

Record 2
C57H49B2F6N8O8Sn | ωB97M-V/def2-TZVPD

```
131
Properties=species:S:1:pos:R:3:forces:R:3
Sn 0.3688 -0.1256 0.0267 -1.45 0.14 0.21
C -1.8071 8.8033 4.3559 -0.19 0.10 0.01
O -0.6593 8.0062 4.2167 0.23 -0.26 -0.08
C -0.7728 6.8061 3.5678 0.06 -0.07 -0.02
C -1.9366 6.3275 2.9770 0.01 0.36 0.18
C -1.9329 5.0932 2.3473 0.16 -0.19 0.02
C -0.7846 4.3138 2.2914 -0.02 0.22 0.05
C 0.3740 4.8016 2.8951 -0.18 0.13 -0.12
C 0.3851 6.0293 3.5182 -0.06 0.24 0.15
C -0.7832 2.9783 1.6594 0.08 -0.32 0.05
C -0.5526 1.8897 2.5164 -0.14 0.52 -0.21
C -0.4137 1.9898 3.9437 0.05 -0.19 0.10
C -0.3285 0.7208 4.4117 0.02 0.22 -0.02
C -0.4226 -0.1492 3.2714 -0.11 -0.38 0.28
N -0.5646 0.5904 2.1470 0.34 -0.47 -1.16
C -0.4622 -1.5439 3.3502 -0.11 0.10 -0.34
C -0.6202 -2.4157 2.2681 0.06 -0.08 0.62
C -0.5610 -3.8481 2.3821 0.00 -0.11 -0.26
C -0.6430 -4.3434 1.1253 -0.09 0.03 0.21
C -0.7819 -3.2133 0.2461 -0.01 -0.21 -0.40
C -0.9751 -3.2975 -1.1373 0.02 0.27 0.14
C -0.8317 -4.6207 -1.7730 -0.06 -0.19 -0.14
C 0.3996 -5.2736 -1.7239 -0.17 -0.04 -0.11
C 0.5823 -6.4814 -2.3593 -0.09 -0.26 -0.14
C -0.4681 -7.0755 -3.0615 0.14 0.07 0.10
O -0.1940 -8.2810 -3.6503 0.19 0.22 0.22
C -1.1598 -8.8402 -4.5020 -0.15 -0.09 -0.14
C -1.6982 -6.4337 -3.1135 -0.01 -0.35 -0.25
C -1.8696 -5.2158 -2.4788 0.17 0.06 0.27
C -1.2583 -2.2179 -1.9880 0.05 -0.29 0.18
N -1.3240 -0.9266 -1.5957 0.21 0.28 0.94
C -1.6180 -0.1941 -2.6898 -0.21 0.34 -0.29
C -1.7441 1.1946 -2.7381 -0.37 -0.08 0.44
C -2.1427 1.8071 -4.0286 -0.16 0.03 -0.18
C -3.4729 2.0919 -4.2986 0.22 -0.10 0.06
C -3.8508 2.6938 -5.4905 -0.21 0.21 -0.32
C -2.8888 3.0257 -6.4347 0.13 -0.05 0.04
O -3.1375 3.6381 -7.6368 0.27 -0.16 0.19
C -4.4497 4.0330 -7.9379 -0.18 0.04 -0.04
C -1.5526 2.7294 -6.1716 -0.13 0.10 -0.17
C -1.1864 2.1266 -4.9891 -0.13 0.02 0.02
C -1.5586 2.0651 -1.6571 -0.30 0.07 -0.65
C -1.7481 3.4868 -1.7500 0.01 0.02 0.17
C -1.4328 4.0009 -0.5395 -0.04 -0.03 -0.09
C -1.0769 2.8884 0.2999 0.04 0.15 0.19
N -1.1487 1.7342 -0.4180 0.68 -1.04 0.49
C -1.7531 -1.0539 -3.8338 0.01 -0.13 -0.03
C -1.5107 -2.3158 -3.4027 0.02 0.11 -0.14
N -0.7709 -2.0673 0.9736 0.40 1.20 -0.61
C -0.2363 -2.1266 4.6879 0.01 -0.17 0.21
C -1.1937 -2.8739 5.3598 0.15 0.22 -0.11
C -0.9578 -3.3564 6.6406 0.00 -0.20 0.34
C 0.2605 -3.1136 7.2603 0.09 0.11 -0.11
O 0.6010 -3.5168 8.5264 0.19 0.15 -0.33
C -0.3433 -4.2116 9.2958 -0.13 -0.08 0.08
C 1.2428 -2.4053 6.5668 -0.03 -0.05 0.20
C 0.9956 -1.9085 5.3068 -0.10 -0.25 0.07
H -1.4960 9.6764 4.9283 -0.05 -0.04 -0.04
H -2.5987 8.2790 4.9020 0.02 0.01 -0.03
H -2.1967 9.1326 3.3866 0.02 -0.04 0.02
H -2.8513 6.9008 3.0062 -0.04 0.04 0.01
H -2.8472 4.7212 1.9077 -0.05 -0.04 -0.06
H 1.2694 4.2010 2.8642 0.16 -0.06 0.01
H 1.2806 6.4090 3.9871 0.09 0.05 0.03
H -0.4108 2.9026 4.5097 -0.02 0.07 0.09
H -0.2160 0.4038 5.4300 -0.06 -0.03 0.17
H -0.4165 -4.3873 3.2964 0.01 -0.13 0.15
H -0.6197 -5.3713 0.8174 -0.02 -0.16 -0.02
H 1.2172 -4.8074 -1.1956 0.14 0.03 0.09
H 1.5369 -6.9818 -2.3333 0.13 -0.08 -0.01
H -0.7281 -9.7711 -4.8689 -0.06 0.07 -0.02
H -1.3772 -8.1797 -5.3493 -0.01 -0.03 0.05
H -2.0935 -9.0675 -3.9765 0.04 0.02 0.01
H -2.5286 -6.8722 -3.6465 -0.04 -0.03 -0.03
H -2.8307 -4.7263 -2.5252 -0.09 0.07 0.01
H -4.2284 1.8422 -3.5664 -0.05 -0.01 0.06
H -4.8950 2.9041 -5.6632 -0.10 0.03 -0.05
H -4.3881 4.5205 -8.9110 -0.09 -0.02 0.08
H -4.8410 4.7441 -7.2011 0.02 -0.06 -0.02
H -5.1322 3.1777 -8.0102 0.05 0.04 0.04
H -0.8064 3.0019 -6.9000 0.10 0.04 -0.14
H -0.1483 1.9396 -4.7765 0.09 -0.06 -0.07
H -2.0581 4.0081 -2.6341 -0.01 0.12 -0.14
H -1.4218 5.0308 -0.2390 -0.03 0.15 0.00
H -1.9825 -0.7334 -4.8335 -0.06 0.06 -0.12
H -1.4958 -3.2161 -3.9898 0.00 -0.04 -0.05
H -2.1468 -3.0729 4.8896 -0.07 0.03 -0.05
H -1.7308 -3.9213 7.1386 -0.07 -0.03 0.08
H 0.1633 -4.4564 10.2289 -0.09 -0.01 -0.03
H -0.6654 -5.1382 8.8106 -0.01 0.01 -0.01
H -1.2216 -3.5945 9.5154 0.01 -0.03 -0.05
H 2.2018 -2.2581 7.0362 0.14 0.04 0.10
H 1.7606 -1.3770 4.7634 0.13 0.10 -0.01
C 3.4299 3.9671 0.5440 -0.02 -0.19 -0.24
C 2.8179 2.5932 0.5257 -0.03 0.74 -1.09
N 2.2672 2.1059 -0.5243 -0.38 -0.37 -0.33
O 2.3033 2.8812 -1.6289 0.53 0.43 0.85
B 1.6931 2.4423 -2.8767 0.26 0.58 -0.14
F 2.6328 2.2992 -3.8779 0.46 -0.27 -0.20
F 0.8211 3.4400 -3.2738 -0.53 0.31 -0.05
O 0.8371 1.2448 -2.6775 0.60 -0.55 -0.09
N 1.1830 0.0072 -2.3692 -0.70 0.27 0.84
C 2.2669 -0.6128 -3.0447 0.48 -0.32 -1.04
C 2.0200 -0.6157 -4.5555 0.10 0.11 0.28
C 3.2430 -2.1273 -1.2837 0.38 -0.19 0.23
N 2.7488 -1.7954 -0.1604 -0.58 -0.11 0.31
O 3.6267 -1.8271 0.8861 0.42 0.11 -0.91
B 3.0559 -1.7057 2.2156 0.06 0.05 0.44
F 4.0873 -1.9061 3.1215 0.45 0.00 0.16
F 2.0787 -2.6584 2.4404 -0.45 -0.24 -0.09
O 2.5081 -0.3379 2.5533 0.08 0.17 0.29
N 2.4200 0.5218 1.5189 -0.26 0.01 -0.68
C 2.8614 1.7130 1.6845 0.02 -0.89 0.95
C 3.4686 2.1302 2.9919 0.02 -0.22 -0.08
C 4.6631 -2.5485 -1.4867 -0.06 0.14 0.20
H 3.7618 4.2050 -0.4653 -0.04 0.06 0.05
H 4.2724 4.0480 1.2255 -0.03 -0.01 0.02
H 2.6671 4.6938 0.8269 0.02 0.14 0.03
H 2.1399 0.3981 -4.9229 -0.04 0.08 0.02
H 1.0096 -0.9652 -4.7488 -0.07 -0.11 -0.09
H 2.7428 -1.2655 -5.0400 -0.01 -0.04 -0.01
H 4.0723 1.2999 3.3601 -0.03 0.05 0.09
H 2.6746 2.3039 3.7193 -0.03 -0.01 0.10
H 4.0782 3.0234 2.9101 -0.02 0.03 0.00
H 4.8633 -2.7708 -2.5296 0.01 -0.03 -0.01
H 4.8678 -3.4191 -0.8634 0.06 -0.04 -0.02
H 5.3154 -1.7476 -1.1439 0.09 0.03 0.02
F 2.7034 -2.9533 -3.4343 0.27 -0.21 -0.17
C 2.3227 -2.0462 -2.4657 -0.62 0.47 0.33
F 3.4892 0.0077 -2.8075 0.18 0.02 0.12
H 1.3010 -2.3102 -2.1777 0.10 0.03 0.03
```
Positions in Å, forces in eV/Å.

As for the total energy: -111699.6153 eV. The net charge is -1. Its relative energy (zero: lowest compared OMol25 entry of this formula, charge and spin) is 0.00 kJ/mol. Its HOMO-LUMO gap (alpha / beta) is 5.48 / 5.17 eV.